Formula: H3NO3PS
Source: OMol25
Level of theory: the ωB97M-V functional and the def2-TZVPD basis

Last columns: bonded neighbours and bond lengths (Å).
Atoms and positions in Å:
1 N -0.1979 0.1569 1.3526  P5 1.750, S6 2.005, H8 1.080
2 O -1.4382 -0.9052 -0.8823  S6 1.454
3 O 0.9180 -0.7916 -0.9027  P5 1.734, H7 0.956
4 O -0.7238 1.3287 -0.9963  S6 1.454
5 P 1.3514 -0.3526 0.7174  N1 1.750, O3 1.734, H9 1.375
6 S -1.4625 0.3725 -0.1879  N1 2.005, O2 1.454, O4 1.454
7 H 0.4937 -0.0680 -1.3619  O3 0.956
8 H -0.6651 -0.6721 1.8639  N1 1.080
9 H 1.7244 0.9314 0.3974  P5 1.375

As for the lowest unoccupied orbital energy: 3.97 eV. The total charge is -1. Its HOMO-LUMO gap is 7.73 eV. The value obtained for the molar mass is 128.07 g mol⁻¹.